Computed, not measured: a 2-piece molecular cluster, C4H11NSi overall at a distorted geometry, with ωB97M-V/def2-TZVPD.

**Frontier orbital gap (spin up / spin down)**: 0.275 / 0.246 Eh
**E_HOMO (spin up / spin down)**: -7.47 / -6.76 eV
**LUMO energy (spin up / spin down)**: 0.007 / -0.059 eV

The geometry in XYZ format:
```
17
Properties=species:S:1:pos:R:3:mulliken_charge:R:1
C -1.7648 -1.5486 1.5947 -0.633
C -1.2947 -0.2713 1.6131 -0.167
C 1.4161 -0.1475 -1.9679 -1.094
C 0.1577 -0.5410 -1.1507 -0.503
N 0.1142 2.2120 0.2304 -0.233
Si -0.0938 0.5005 0.4517 -0.131
H -1.9817 -2.0874 2.6057 0.176
H -1.8634 -2.2267 0.7662 0.292
H -1.3614 0.2358 2.5195 0.366
H 1.4709 0.9754 -2.3214 0.247
H 2.4010 -0.4176 -1.6872 0.341
H 1.2458 -0.6947 -2.9143 0.317
H 0.0167 -1.5212 -0.9446 0.483
H -0.6873 -0.1813 -1.7641 0.275
H 0.0724 2.9379 0.9054 0.202
H 0.5122 2.4868 -0.5956 0.191
H 1.6401 0.2888 2.6589 -0.130
```



Computed, not measured: C39H40F6GeNO3SrTe as an isolated structure, with ωB97M-V/def2-TZVPD.

**Frontier orbital gap**: 0.250 Eh
**E_HOMO**: -4.78 eV
**LUMO energy**: 2.017 eV
**Net charge**: -1

The geometry in XYZ format:
```
92
Properties=species:S:1:pos:R:3:mulliken_charge:R:1
Sr -0.6328 -0.3005 0.1045 1.515
C -1.1452 -3.3238 1.6729 -1.189
C -1.2922 -4.5297 0.7405 0.605
C 0.0445 -5.2607 0.6020 -1.402
C -1.9794 -4.2387 -0.5865 1.067
C -3.1128 -4.9923 -0.8796 -1.151
C -3.8375 -4.7911 -2.0393 -1.374
C -3.4380 -3.7932 -2.9091 -1.130
C -2.3112 -3.0130 -2.6629 0.769
C -2.0260 -1.8976 -3.6599 0.811
C -0.7167 -2.0305 -4.4382 -1.617
C -2.1410 -0.5008 -3.0451 -1.476
C -1.5427 -3.2579 -1.5033 -1.090
N -0.3967 -2.4873 -1.2146 1.963
C 0.7955 -2.9461 -1.6483 -1.809
C 1.0387 -4.1185 -2.4033 0.271
C 2.3159 -4.4840 -2.7962 -0.972
C 3.4285 -3.7196 -2.4717 -0.541
C 3.2366 -2.5565 -1.7272 -0.763
C 1.9669 -2.2177 -1.3507 0.698
F 1.7935 -1.0610 -0.6029 -0.214
H -0.9645 -3.6613 2.6949 0.497
H -2.0453 -2.7039 1.6905 0.275
H -0.2854 -2.7137 1.3894 -0.048
H -1.9725 -5.2179 1.2531 0.580
H 0.8197 -4.6062 0.2051 0.197
H -0.0410 -6.1190 -0.0666 0.291
H 0.3724 -5.6207 1.5806 0.500
H -3.4358 -5.7479 -0.1716 0.376
H -4.7164 -5.3870 -2.2510 0.374
H -4.0183 -3.6015 -3.8050 0.374
H -2.8323 -1.9757 -4.3970 0.654
H 0.1475 -1.8272 -3.8088 0.152
H -0.7075 -1.3129 -5.2626 0.484
H -0.5998 -3.0316 -4.8562 0.381
H -1.2420 -0.2504 -2.4820 0.086
H -3.0147 -0.4106 -2.3957 0.465
H -2.2233 0.2571 -3.8272 0.429
H 0.1918 -4.7373 -2.6746 0.514
H 2.4429 -5.3919 -3.3746 0.398
H 4.4211 -4.0125 -2.7839 0.355
H 4.0600 -1.9158 -1.4392 0.437
F -3.3659 2.1629 2.9473 -0.383
Te -1.5914 1.6156 2.8078 2.161
F -1.0842 2.6648 4.2909 -0.414
F -2.4611 0.1237 1.8237 -0.575
F -1.9311 0.3906 4.1929 -0.437
F -1.3867 3.2837 1.9587 -0.432
O -0.0159 0.9639 2.2439 -0.974
O -0.2994 1.9449 -1.2889 -0.886
C -1.3462 2.4473 -0.8050 0.739
O -2.1080 1.8260 -0.0081 -0.853
C -1.7118 3.8704 -1.2006 -0.716
C -3.1639 4.2269 -0.8896 -1.226
Ge -3.7968 5.7122 -1.9740 2.192
C -5.6624 6.1433 -1.5694 -0.153
C -6.4220 5.3318 -0.7293 -0.504
C -7.7561 5.6212 -0.4708 -0.629
C -8.3506 6.7308 -1.0526 -0.422
C -7.6062 7.5521 -1.8898 -0.706
C -6.2752 7.2571 -2.1421 -0.002
C -2.7472 7.3397 -1.7050 -0.129
C -1.5308 7.5204 -2.3632 0.045
C -0.7536 8.6465 -2.1319 -0.728
C -1.1831 9.6131 -1.2330 -0.361
C -2.3907 9.4485 -0.5696 -0.689
C -3.1632 8.3199 -0.8065 -0.529
C -3.6604 5.2333 -3.8708 -0.054
C -3.5394 6.2123 -4.8558 -0.288
C -3.4694 5.8733 -6.1996 -0.682
C -3.5177 4.5400 -6.5815 -0.450
C -3.6390 3.5516 -5.6151 -0.602
C -3.7114 3.8993 -4.2731 -0.261
H -1.4671 3.9815 -2.2598 0.402
H -1.0245 4.5276 -0.6614 0.397
H -3.2830 4.4597 0.1694 0.440
H -3.8019 3.3580 -1.0719 0.463
H -5.9707 4.4627 -0.2634 0.287
H -8.3300 4.9793 0.1858 0.399
H -9.3909 6.9569 -0.8544 0.366
H -8.0643 8.4216 -2.3450 0.384
H -5.7023 7.9102 -2.7933 0.335
H -1.1842 6.7733 -3.0695 0.397
H 0.1899 8.7674 -2.6496 0.384
H -0.5764 10.4908 -1.0478 0.374
H -2.7296 10.1975 0.1355 0.392
H -4.1065 8.2030 -0.2833 0.353
H -3.4831 7.2581 -4.5712 0.340
H -3.3710 6.6493 -6.9490 0.385
H -3.4561 4.2717 -7.6288 0.368
H -3.6716 2.5087 -5.9052 0.430
H -3.8018 3.1133 -3.5310 0.307
```



Computed, not measured: an isolated ion of composition C2H6NO2S and charge -1 at a distorted geometry, with ωB97M-V/def2-TZVPD.

**Frontier orbital gap**: 0.287 Eh
**E_HOMO**: -3.70 eV
**LUMO energy**: 4.104 eV
**Net charge**: -1

The geometry in XYZ format:
```
12
Properties=species:S:1:pos:R:3:mulliken_charge:R:1
C 1.4848 1.1482 0.6433 -0.803
S 0.6475 1.1123 -1.1619 0.858
O 1.3429 0.2375 -2.1401 -0.635
O 0.0679 2.3391 -1.6933 -0.668
N -0.9087 0.1766 -0.8959 -0.336
C -0.5842 -1.1143 -0.2996 -0.661
H 1.6012 2.2634 1.0083 0.188
H 2.4801 1.1142 0.1235 0.113
H -1.7094 0.1856 -1.4844 0.177
H -1.4311 -1.4971 0.2769 0.271
H -0.4331 -1.8594 -1.1544 0.202
H 0.3731 -0.9772 0.2021 0.293
```



Per-record energy relative to the best compared isomer or geometry (same formula, charge and spin), eV: 4.742 0.829 4.811
Per-record E, eV: -13689.934 -129682.031 -18589.427